{"formula": "C47H54F12GeNO2PtSi4Te", "method": "ωB97M-V with the def2-TZVPD basis set", "symbols": ["Pt", "C", "C", "C", "C", "C", "N", "C", "C", "C", "C", "C", "C", "C", "C", "O", "C", "F", "F", "F", "C", "F", "F", "F", "C", "C", "C", "O", "C", "F", "F", "F", "C", "F", "F", "F", "H", "H", "H", "H", "H", "H", "H", "H", "H", "H", "H", "H", "C", "Si", "C", "C", "Si", "Te", "Si", "C", "C", "C", "Si", "C", "C", "C", "H", "H", "H", "H", "H", "H", "H", "H", "H", "H", "H", "H", "H", "H", "H", "H", "H", "H", "H", "H", "H", "H", "H", "H", "H", "H", "H", "C", "C", "C", "C", "C", "C", "Ge", "C", "C", "C", "C", "C", "C", "C", "C", "C", "C", "C", "C", "H", "H", "H", "H", "H", "H", "H", "H", "H", "H", "H", "H", "H", "H", "H"], "positions_angstrom": [[0.3322, 0.2745, 0.0247], [2.9791, 5.0177, -4.2906], [2.8043, 3.8646, -3.3391], [3.4049, 2.6272, -3.5749], [3.2167, 1.5770, -2.7092], [2.4387, 1.6988, -1.5358], [2.2530, 0.6105, -0.7338], [3.2245, -0.3397, -0.5504], [4.5671, 0.0409, -0.3581], [5.5459, -0.8763, -0.0535], [5.2456, -2.2312, 0.0872], [6.2939, -3.2302, 0.4965], [3.9340, -2.6164, -0.1291], [2.9196, -1.7207, -0.4657], [1.5127, -2.2890, -0.7410], [0.5096, -1.4050, -1.0526], [1.5813, -3.1405, -2.0454], [1.9027, -2.3533, -3.0818], [0.3905, -3.7053, -2.3247], [2.4852, -4.1449, -2.0314], [1.0878, -3.2023, 0.4696], [1.4959, -4.4925, 0.3340], [-0.2352, -3.2369, 0.6076], [1.6031, -2.7672, 1.6308], [1.8086, 2.9430, -1.2976], [2.0174, 3.9818, -2.2064], [0.9323, 3.1937, -0.0478], [0.6212, 2.1175, 0.7270], [1.7582, 4.0860, 0.9260], [2.8680, 3.4379, 1.3092], [1.0646, 4.3939, 2.0340], [2.1664, 5.2617, 0.3898], [-0.3805, 3.9559, -0.4357], [-0.9469, 3.4157, -1.5264], [-1.2705, 3.9162, 0.5520], [-0.1924, 5.2745, -0.7199], [3.9938, 5.0492, -4.6945], [2.7899, 5.9695, -3.7920], [2.2933, 4.9536, -5.1411], [4.0127, 2.4813, -4.4631], [3.6558, 0.6104, -2.9209], [4.8072, 1.0948, -0.4223], [6.5634, -0.5330, 0.1067], [7.2812, -2.9362, 0.1346], [6.0721, -4.2216, 0.0982], [6.3602, -3.3263, 1.5840], [3.6884, -3.6668, -0.0221], [1.5374, 4.9340, -2.0216], [-3.0118, -3.3144, 3.5934], [-1.2444, -3.6856, 4.1027], [-0.5672, -4.9603, 2.9008], [-1.2736, -4.5856, 5.7680], [-0.0243, -1.6994, 4.3381], [-0.1704, 0.1735, 2.7026], [2.1780, -2.1333, 5.0398], [3.1312, -3.5147, 4.1818], [3.1996, -0.5729, 4.8496], [2.1869, -2.6013, 6.8739], [-1.0106, -0.5244, 6.1375], [-2.7185, 0.0947, 5.6472], [-1.2790, -1.4347, 7.7784], [0.0558, 0.9729, 6.5381], [-3.5709, -4.2464, 3.4702], [-3.0310, -2.7752, 2.6435], [-3.5268, -2.6964, 4.3296], [-1.0497, -5.9199, 3.1099], [0.5123, -5.0928, 2.9888], [-0.7782, -4.6873, 1.8695], [-1.9751, -5.4237, 5.7241], [-1.5657, -3.9371, 6.5905], [-0.2854, -4.9869, 6.0048], [3.4294, -3.2246, 3.1726], [2.5626, -4.4430, 4.1044], [4.0353, -3.7147, 4.7646], [3.2007, -0.2493, 3.8074], [4.2323, -0.7601, 5.1594], [2.8007, 0.2538, 5.4376], [1.6088, -3.5067, 7.0685], [1.7683, -1.8053, 7.4897], [3.2164, -2.7756, 7.2010], [-3.4145, -0.7324, 5.4996], [-2.6650, 0.6495, 4.7102], [-3.1217, 0.7496, 6.4250], [-2.0781, -2.1721, 7.7005], [-1.5770, -0.7000, 8.5328], [-0.3901, -1.9503, 8.1387], [0.2934, 1.5284, 5.6301], [0.9993, 0.6791, 7.0026], [-0.4738, 1.6380, 7.2263], [-4.5256, -3.8255, 0.0640], [-3.3314, -3.8693, -0.6438], [-2.5971, -2.7098, -0.8448], [-3.0292, -1.4821, -0.3412], [-4.2388, -1.4548, 0.3516], [-4.9806, -2.6133, 0.5577], [-1.9647, 0.1595, -0.6603], [-1.9575, 0.2776, -2.6394], [-0.9457, 0.9477, -3.3266], [-0.9326, 1.0073, -4.7131], [-1.9364, 0.3893, -5.4462], [-2.9472, -0.2888, -4.7823], [-2.9516, -0.3463, -3.3935], [-3.1886, 1.5643, -0.0076], [-3.9717, 2.3126, -0.8851], [-4.8383, 3.2943, -0.4202], [-4.9384, 3.5423, 0.9404], [-4.1709, 2.8020, 1.8282], [-3.3035, 1.8266, 1.3572], [-5.0978, -4.7321, 0.2274], [-2.9637, -4.8113, -1.0352], [-1.6724, -2.7512, -1.4003], [-4.6081, -0.5165, 0.7494], [-5.9126, -2.5657, 1.1099], [-0.1422, 1.4216, -2.7777], [-0.1263, 1.5281, -5.2168], [-1.9248, 0.4265, -6.5301], [-3.7289, -0.7877, -5.3461], [-3.7431, -0.8906, -2.8901], [-3.8961, 2.1356, -1.9527], [-5.4309, 3.8704, -1.1225], [-5.6033, 4.3169, 1.3064], [-4.2344, 2.9943, 2.8931], [-2.6957, 1.2724, 2.0621]], "mulliken_charge": [2.238, -1.656, 0.469, -1.117, 0.126, 0.517, -0.245, 0.166, 0.009, -1.033, 0.418, -1.706, -0.509, -1.541, 2.032, -0.029, 0.052, -0.244, -0.202, -0.281, -0.871, -0.346, 0.023, 0.228, -1.426, -0.719, 1.921, 0.716, 0.321, -0.223, -0.233, -0.281, 0.300, -0.132, -0.222, -0.314, 0.379, 0.393, 0.269, 0.310, 0.501, 0.546, 0.315, 0.404, 0.394, 0.273, 0.438, 0.400, -0.577, 0.768, -0.591, -1.064, 0.138, -1.575, 0.817, -0.935, -0.962, -1.130, 0.538, -0.686, -1.307, -0.941, 0.416, -0.260, 0.267, 0.554, 0.168, -0.200, 0.385, 0.176, 0.211, -0.046, 0.291, 0.479, 0.141, 0.378, 0.216, 0.236, 0.209, 0.399, 0.299, -0.196, 0.414, 0.347, 0.369, 0.318, 0.233, 0.224, 0.410, -0.549, -0.558, -0.164, 0.223, -0.576, -0.583, 0.069, -0.015, 0.257, -0.947, -0.534, -0.715, -0.256, 0.112, -0.082, -0.634, -0.618, -0.597, 0.283, 0.316, 0.380, 0.356, 0.227, 0.332, 0.167, 0.462, 0.343, 0.368, 0.385, 0.260, 0.340, 0.298, 0.406, -0.512], "gap_ev": [5.38, 5.90], "max_force_ev_per_a": 1.749, "charge": -2, "energy_ha": -6849.51918, "e_homo_ha": [-0.0479, -0.0669], "multiplicity": 2}